{
  "formula": "C30H26Cl3MgN5O8S3",
  "method": "ωB97M-V/def2-TZVPD",
  "e_lumo_ev": -0.90,
  "multiplicity": 1,
  "total_charge": 0,
  "gap_ev": 7.7,
  "homo_ha": -0.3141,
  "relative_energy_kj_mol": 59.5,
  "elements": ["Mg", "C", "C", "S", "C", "C", "S", "C", "C", "S", "H", "H", "H", "H", "H", "H", "H", "H", "H", "H", "H", "H", "O", "C", "N", "C", "C", "O", "N", "C", "C", "C", "C", "C", "C", "C", "C", "C", "C", "C", "C", "H", "H", "H", "H", "H", "H", "H", "H", "H", "H", "H", "Cl", "C", "Cl", "Cl", "C", "N", "O", "C", "O", "C", "C", "C", "C", "C", "C", "N", "O", "O", "N", "O", "O", "H", "H", "H"],
  "positions_angstrom": [[-0.4654, -0.3557, -0.1008], [-2.5479, 4.1511, 0.8884], [-1.3065, 4.1567, -0.0066], [-0.1291, 2.8112, 0.1610], [0.5390, 3.0314, 1.8188], [-0.3287, 2.5918, 3.0008], [-0.9656, 0.9151, 2.8148], [-2.6935, 1.0873, 3.2801], [-3.5394, 2.2261, 2.6963], [-3.4402, 2.5797, 0.9271], [-2.2806, 4.4318, 1.9056], [-3.2180, 4.9313, 0.5211], [-1.6060, 4.1216, -1.0557], [-0.7753, 5.1026, 0.1277], [1.4687, 2.4575, 1.8142], [0.8298, 4.0775, 1.9458], [0.2768, 2.6600, 3.9066], [-1.1665, 3.2723, 3.1323], [-3.1318, 0.1264, 3.0079], [-2.7681, 1.1603, 4.3682], [-4.5816, 1.9724, 2.9003], [-3.3640, 3.1560, 3.2389], [2.4849, -0.7100, 2.7854], [2.5163, -0.3667, 1.6302], [3.6343, 0.0533, 0.9450], [3.3872, 0.3453, -0.4512], [1.8731, 0.1326, -0.4334], [1.0700, 0.2728, -1.3857], [1.4277, -0.3002, 0.7410], [3.9859, -0.6911, -1.4102], [4.8260, -1.6956, -0.9546], [5.3384, -2.6402, -1.8364], [5.0100, -2.5874, -3.1801], [4.1719, -1.5791, -3.6416], [3.6679, -0.6336, -2.7650], [3.8143, 1.7604, -0.8279], [3.0549, 2.5665, -1.6653], [3.5027, 3.8374, -2.0056], [4.7114, 4.3104, -1.5240], [5.4796, 3.5032, -0.6938], [5.0323, 2.2388, -0.3518], [4.5322, 0.0175, 1.3914], [5.0653, -1.7721, 0.0974], [5.9886, -3.4219, -1.4654], [5.4030, -3.3252, -3.8673], [3.9088, -1.5306, -4.6904], [3.0098, 0.1428, -3.1313], [2.1043, 2.2151, -2.0396], [2.8945, 4.4597, -2.6496], [5.0567, 5.3003, -1.7925], [6.4280, 3.8601, -0.3141], [5.6518, 1.6242, 0.2903], [2.7369, -3.7595, 1.1738], [1.2822, -3.9984, 0.2066], [0.9488, -5.7170, -0.0035], [1.4297, -3.2013, -1.3655], [0.1594, -3.3780, 0.9288], [-0.7059, -2.8875, 1.4997], [-1.6121, -1.7490, -1.1856], [-2.5690, -1.4155, -0.4290], [-2.4444, -0.4366, 0.3584], [-3.8288, -2.2064, -0.4539], [-4.1311, -2.9735, -1.5709], [-5.3080, -3.6955, -1.5665], [-6.1846, -3.7098, -0.4988], [-5.8304, -2.9415, 0.5918], [-4.6798, -2.1805, 0.6409], [-6.7410, -2.9258, 1.7616], [-6.4315, -2.2208, 2.6978], [-7.7158, -3.6434, 1.7172], [-5.6520, -4.5031, -2.7607], [-4.8586, -4.5068, -3.6761], [-6.6981, -5.1141, -2.7361], [-3.4628, -3.0131, -2.4178], [-7.0935, -4.2894, -0.5194], [-4.4476, -1.5846, 1.5103]],
  "forces_ev_per_angstrom": [[-0.348, 0.370, 0.205], [0.104, 0.179, 0.009], [-0.153, 0.122, 0.028], [0.157, -0.166, -0.108], [0.087, 0.045, 0.107], [0.039, 0.165, 0.022], [0.119, -0.179, -0.053], [-0.235, 0.040, 0.049], [-0.064, -0.010, 0.215], [-0.031, -0.089, -0.142], [-0.014, -0.030, 0.002], [-0.023, -0.026, 0.011], [0.004, -0.080, 0.002], [0.005, -0.008, 0.007], [-0.027, -0.032, -0.023], [-0.023, -0.003, -0.018], [0.002, -0.046, -0.005], [-0.011, -0.038, -0.012], [0.088, -0.003, -0.091], [0.014, -0.017, -0.009], [0.005, 0.007, -0.001], [0.058, 0.010, -0.059], [0.013, -0.017, 0.042], [-0.181, 0.060, -0.085], [0.042, -0.058, 0.090], [-0.031, -0.070, 0.082], [-0.255, -0.131, -0.073], [0.051, -0.054, -0.123], [0.386, 0.017, 0.026], [0.089, 0.064, -0.018], [-0.026, -0.073, 0.027], [-0.005, 0.016, -0.005], [-0.006, 0.014, -0.005], [0.008, -0.024, -0.008], [-0.008, 0.016, 0.007], [0.018, 0.006, -0.070], [-0.022, 0.037, 0.005], [-0.007, 0.003, -0.007], [0.018, -0.021, 0.022], [-0.037, 0.039, -0.038], [0.049, -0.004, 0.022], [0.028, 0.043, -0.050], [0.006, 0.017, -0.004], [0.002, 0.002, 0.006], [-0.001, -0.003, 0.001], [0.001, 0.004, 0.000], [-0.001, 0.013, 0.007], [0.002, -0.011, 0.001], [0.000, -0.004, -0.003], [0.002, 0.001, 0.002], [0.004, -0.008, 0.004], [-0.018, -0.024, -0.004], [0.089, -0.026, -0.006], [-0.173, 0.231, 0.067], [-0.025, -0.093, -0.006], [0.066, -0.009, 0.012], [0.090, -0.129, -0.002], [0.000, 0.039, -0.037], [-0.012, 0.087, 0.077], [0.481, 0.140, -0.158], [-0.242, -0.292, 0.094], [-0.026, 0.031, -0.049], [-0.060, -0.072, 0.123], [-0.097, -0.105, -0.140], [0.151, 0.087, -0.036], [-0.221, 0.054, 0.160], [-0.030, 0.008, -0.128], [0.218, -0.201, 0.022], [-0.036, 0.101, 0.000], [-0.097, 0.044, -0.039], [0.076, -0.015, 0.125], [0.012, 0.024, -0.057], [-0.056, -0.006, -0.018], [0.018, 0.034, 0.008], [-0.009, 0.001, 0.013], [0.009, 0.006, -0.015]],
  "lowdin_charge": [0.68, -0.53, -0.53, 0.89, -0.50, -0.50, 0.88, -0.52, -0.53, 0.88, 0.06, 0.07, 0.07, 0.08, 0.06, 0.09, 0.08, 0.05, 0.06, 0.08, 0.07, 0.07, 0.06, -0.57, 0.15, -0.26, -0.48, -0.06, 0.11, -0.15, -0.05, -0.08, -0.09, -0.07, -0.03, -0.13, -0.04, -0.07, -0.09, -0.08, -0.03, 0.14, 0.10, 0.11, 0.10, 0.11, 0.12, 0.10, 0.11, 0.10, 0.10, 0.11, 0.69, -1.58, 0.64, 0.72, -0.37, 0.25, -0.04, -0.60, -0.09, -0.08, 0.09, -0.10, 0.09, -0.10, 0.09, -0.35, 0.09, 0.09, -0.35, 0.09, 0.09, 0.14, 0.13, 0.13]
}

***

{
  "formula": "C20H20BrNO5",
  "method": "ωB97M-V/def2-TZVPD",
  "smiles": "O=C(CCN1C(=O)[C@@H]2[C@H]3CC[C@H](C3)[C@@H]2C1=O)OCC(=O)c1ccc(Br)cc1",
  "e_lumo_ev": 0.21,
  "multiplicity": 1,
  "total_charge": 0,
  "gap_ev": 9.5,
  "homo_ha": -0.3397,
  "relative_energy_kj_mol": 4.5,
  "elements": ["O", "C", "C", "C", "N", "C", "O", "C", "C", "C", "C", "C", "C", "C", "C", "O", "O", "C", "C", "O", "C", "C", "C", "C", "Br", "C", "C", "H", "H", "H", "H", "H", "H", "H", "H", "H", "H", "H", "H", "H", "H", "H", "H", "H", "H", "H", "H"],
  "positions_angstrom": [[-0.2526, -1.9689, -0.8797], [0.8307, -2.0098, -0.3603], [2.0230, -2.7712, -0.8857], [2.9065, -1.8161, -1.7046], [3.4778, -0.7878, -0.8668], [2.8622, 0.4212, -0.6228], [1.8349, 0.7815, -1.1383], [3.7226, 1.1908, 0.3543], [4.3902, 2.4102, -0.3090], [5.1557, 3.1676, 0.7824], [6.3463, 2.2343, 1.0898], [6.1195, 1.0535, 0.1384], [5.5328, 1.7558, -1.0865], [4.9044, 0.2641, 0.6614], [4.6475, -0.9823, -0.1539], [5.3209, -1.9753, -0.2242], [1.1324, -1.3297, 0.7533], [0.0785, -0.4848, 1.2005], [-1.2038, -1.3100, 1.3719], [-1.1568, -2.4174, 1.8495], [-2.4706, -0.6815, 0.9351], [-2.6634, 0.6980, 0.8877], [-3.8754, 1.2172, 0.4748], [-4.8912, 0.3538, 0.0951], [-6.5505, 1.0740, -0.4853], [-4.7223, -1.0208, 0.1376], [-3.5142, -1.5309, 0.5675], [2.6007, -3.1768, -0.0551], [1.6711, -3.5764, -1.5288], [3.7319, -2.3774, -2.1491], [2.3138, -1.3287, -2.4828], [3.1228, 1.4794, 1.2183], [3.6935, 3.0203, -0.8800], [4.5366, 3.3540, 1.6588], [5.4978, 4.1302, 0.4036], [6.3690, 1.9183, 2.1316], [7.2952, 2.7210, 0.8668], [6.9953, 0.4292, -0.0247], [5.1976, 1.0724, -1.8650], [6.2156, 2.4836, -1.5196], [5.0221, -0.0073, 1.7111], [-0.0538, 0.3178, 0.4690], [0.4007, -0.0890, 2.1661], [-1.8818, 1.3756, 1.1944], [-4.0326, 2.2846, 0.4434], [-5.5252, -1.6778, -0.1593], [-3.3517, -2.5966, 0.6122]],
  "forces_ev_per_angstrom": [[0.013, 0.072, -0.132], [0.104, -0.416, -0.335], [-0.035, 0.227, -0.011], [-0.062, -0.235, -0.118], [-0.075, -0.226, -0.235], [0.247, 0.163, 0.172], [-0.185, 0.086, -0.122], [-0.165, 0.253, -0.009], [-0.237, 0.197, -0.084], [-0.129, 0.123, -0.004], [0.140, -0.091, 0.069], [0.243, -0.187, 0.037], [0.005, -0.009, -0.039], [0.303, -0.079, 0.164], [-0.078, 0.280, 0.124], [0.158, -0.237, 0.012], [0.178, -0.004, 0.380], [-0.171, -0.040, -0.112], [0.256, 0.151, 0.204], [-0.014, 0.085, 0.000], [-0.544, -0.026, -0.042], [0.089, -0.355, 0.028], [-0.219, 0.077, -0.070], [-0.045, 0.113, 0.003], [0.142, -0.065, 0.043], [-0.084, 0.072, -0.019], [0.193, 0.125, 0.066], [-0.003, -0.045, -0.043], [-0.035, 0.037, 0.070], [-0.124, 0.101, 0.014], [0.115, -0.056, 0.054], [-0.037, -0.045, -0.027], [-0.020, -0.007, -0.004], [-0.049, 0.064, 0.023], [-0.019, 0.035, 0.017], [0.062, -0.022, 0.051], [0.032, -0.004, 0.029], [0.003, -0.022, 0.000], [0.008, -0.023, -0.101], [0.048, 0.044, -0.057], [-0.030, -0.045, -0.035], [0.014, -0.088, 0.152], [-0.050, 0.002, -0.086], [0.111, 0.088, -0.012], [-0.022, 0.055, 0.001], [-0.051, -0.030, -0.028], [0.018, -0.092, 0.010]],
  "lowdin_charge": [0.15, -0.48, -0.03, -0.09, 0.05, -0.39, 0.12, -0.12, -0.24, -0.13, -0.13, -0.24, -0.08, -0.12, -0.38, 0.13, 0.01, -0.08, -0.35, 0.12, -0.15, -0.02, -0.12, -0.68, 0.73, -0.11, 0.00, 0.13, 0.13, 0.13, 0.14, 0.16, 0.15, 0.11, 0.11, 0.11, 0.11, 0.15, 0.13, 0.13, 0.16, 0.12, 0.15, 0.12, 0.10, 0.10, 0.13]
}

***

{
  "formula": "C31H47N4O4PdSSeSi",
  "method": "ωB97M-V/def2-TZVPD",
  "e_lumo_ev": [-7.63, -11.81],
  "multiplicity": 5,
  "total_charge": 3,
  "gap_ev": [8.9, 5.1],
  "homo_ha": [-0.6088, -0.6197],
  "relative_energy_kj_mol": 44.1,
  "elements": ["Pd", "C", "C", "O", "C", "C", "C", "C", "C", "C", "H", "H", "H", "H", "H", "H", "H", "H", "C", "C", "C", "C", "O", "Si", "S", "O", "C", "C", "C", "C", "O", "C", "C", "C", "C", "H", "H", "H", "H", "H", "H", "H", "H", "H", "H", "H", "H", "H", "H", "H", "H", "H", "H", "H", "H", "H", "H", "H", "H", "H", "H", "H", "C", "N", "C", "Se", "N", "C", "C", "C", "C", "C", "C", "H", "H", "H", "H", "H", "H", "H", "H", "N", "C", "C", "N", "C", "H", "H", "H", "H"],
  "positions_angstrom": [[0.3370, -1.6046, 0.2614], [4.8159, -2.0491, 0.8676], [3.3766, -1.8598, 1.2188], [2.5306, -2.0562, 0.3278], [2.9857, -1.4394, 2.5731], [3.9332, -0.9143, 3.4519], [3.5520, -0.4638, 4.7074], [2.2249, -0.5446, 5.1011], [1.2776, -1.1166, 4.2539], [1.6611, -1.5616, 3.0046], [4.9071, -2.3761, -0.1639], [5.2816, -2.7797, 1.5319], [5.3548, -1.1066, 0.9908], [4.9708, -0.8362, 3.1577], [4.2944, -0.0515, 5.3787], [1.9256, -0.1832, 6.0767], [0.2559, -1.2378, 4.5902], [0.9381, -2.0979, 2.4010], [3.1020, 4.8142, 1.9604], [2.4796, 3.4348, 1.8644], [1.3420, 3.2614, 2.8546], [3.5207, 2.3436, 2.0164], [1.9648, 3.3123, 0.4903], [0.6532, 3.0053, -0.3198], [0.6276, 0.6210, -0.1591], [-0.7183, 3.3503, 0.3774], [-2.1603, 3.1892, 0.1777], [-2.6015, 2.0631, 1.0988], [-2.7925, 4.5076, 0.5834], [-2.4423, 2.8601, -1.2775], [0.7093, 3.1755, -1.8868], [1.6393, 2.8978, -2.9968], [1.6456, 4.1416, -3.8618], [3.0263, 2.5926, -2.4562], [1.0665, 1.7073, -3.7472], [3.5897, 4.9322, 2.9287], [2.3409, 5.5882, 1.8586], [3.8479, 4.9503, 1.1769], [1.7307, 3.3243, 3.8712], [0.8593, 2.2835, 2.7319], [0.5899, 4.0411, 2.7263], [3.8898, 2.3201, 3.0422], [4.3630, 2.5164, 1.3450], [3.0771, 1.3678, 1.7879], [-2.4324, 2.3294, 2.1430], [-2.0392, 1.1473, 0.8767], [-3.6657, 1.8643, 0.9611], [-2.5459, 4.7464, 1.6182], [-3.8771, 4.4413, 0.4902], [-2.4385, 5.3164, -0.0567], [-1.9905, 1.8990, -1.5576], [-2.0441, 3.6303, -1.9385], [-3.5192, 2.7978, -1.4362], [2.0100, 4.9995, -3.2958], [0.6413, 4.3614, -4.2244], [2.3010, 3.9889, -4.7198], [3.4176, 3.4292, -1.8767], [3.7051, 2.3974, -3.2859], [3.0141, 1.7016, -1.8146], [0.0876, 1.9471, -4.1646], [0.9627, 0.8468, -3.0742], [1.7335, 1.4224, -4.5609], [-0.7213, -4.7770, -3.5543], [-1.5326, -4.8184, -2.3316], [-1.1123, -4.6207, -1.0811], [0.6054, -4.0097, -0.5862], [-2.1249, -4.8485, -0.2389], [-3.2548, -5.2194, -0.9610], [-4.5427, -5.5684, -0.5653], [-5.4288, -5.8568, -1.5797], [-5.0563, -5.7889, -2.9395], [-3.7811, -5.4450, -3.3273], [-2.8805, -5.1748, -2.2989], [0.3186, -4.5955, -3.2994], [-1.0777, -3.9892, -4.2141], [-0.7991, -5.7361, -4.0603], [-2.0412, -4.8624, 0.7663], [-4.8319, -5.6189, 0.4764], [-6.4388, -6.1526, -1.3281], [-5.7930, -6.0228, -3.6959], [-3.4963, -5.4019, -4.3704], [-3.9905, -1.2495, -0.2203], [-3.8953, -1.5739, 1.1107], [-2.5706, -1.7651, 1.3451], [-1.8671, -1.5608, 0.1682], [-2.7564, -1.2454, -0.7516], [-4.8435, -1.0332, -0.7142], [-4.7530, -1.6347, 1.7605], [-2.0807, -2.0128, 2.2724], [-2.5473, -1.0067, -1.7823]],
  "forces_ev_per_angstrom": [[0.053, 0.358, -0.021], [-0.025, -0.041, -0.011], [0.090, -0.013, -0.013], [-0.198, 0.123, 0.102], [0.058, -0.008, -0.044], [0.038, 0.042, 0.054], [0.027, 0.025, -0.016], [-0.039, -0.015, -0.018], [0.008, 0.038, 0.028], [0.071, 0.084, 0.180], [-0.018, -0.007, 0.004], [-0.010, 0.041, 0.022], [-0.007, -0.025, 0.006], [-0.008, 0.001, 0.001], [-0.026, -0.007, -0.022], [0.020, -0.046, -0.002], [0.018, 0.020, -0.006], [-0.161, -0.142, -0.102], [-0.031, 0.039, -0.074], [-0.039, 0.072, 0.137], [-0.103, -0.039, -0.098], [0.010, -0.103, -0.129], [0.123, -0.091, 0.031], [0.163, 0.633, -0.201], [-0.147, -0.409, 0.072], [-0.128, -0.206, 0.185], [-0.116, 0.024, -0.080], [0.113, -0.010, 0.052], [0.068, 0.066, 0.000], [0.109, -0.023, -0.040], [-0.025, -0.177, -0.058], [0.152, -0.035, -0.109], [-0.047, 0.091, 0.048], [-0.084, -0.022, 0.180], [-0.100, -0.032, 0.107], [-0.021, 0.008, -0.019], [0.025, 0.001, 0.018], [0.001, -0.003, 0.042], [-0.006, 0.002, -0.022], [0.049, 0.039, 0.039], [0.019, -0.039, 0.017], [0.006, 0.018, -0.032], [-0.025, -0.025, 0.007], [0.019, 0.025, 0.061], [0.004, -0.026, -0.029], [-0.068, 0.007, -0.007], [0.029, 0.015, 0.014], [-0.018, -0.001, -0.031], [0.027, 0.012, 0.007], [-0.033, -0.025, 0.014], [-0.033, 0.053, 0.006], [-0.023, -0.028, 0.014], [0.018, -0.016, 0.001], [0.009, -0.017, -0.035], [0.032, 0.004, -0.005], [-0.024, 0.013, 0.015], [-0.002, -0.018, -0.033], [-0.010, 0.009, 0.012], [0.015, 0.042, -0.052], [0.024, -0.012, 0.015], [0.038, 0.013, -0.057], [-0.029, 0.022, 0.004], [-0.084, 0.034, 0.012], [0.059, -0.163, -0.250], [0.191, 0.141, 0.014], [-0.144, -0.346, -0.368], [-0.270, -0.092, 0.085], [0.081, 0.058, 0.187], [-0.023, -0.034, 0.061], [-0.002, -0.014, -0.001], [-0.002, -0.020, 0.013], [0.015, -0.042, -0.075], [0.176, 0.087, -0.120], [0.011, 0.001, 0.041], [-0.028, 0.030, 0.034], [-0.024, -0.041, 0.016], [-0.017, 0.119, 0.009], [0.012, -0.023, -0.032], [0.011, 0.035, -0.021], [0.002, -0.005, 0.014], [-0.011, -0.020, 0.031], [-0.030, -0.012, 0.052], [-0.005, -0.015, -0.063], [0.007, 0.023, -0.152], [0.193, -0.014, 0.475], [0.042, 0.000, -0.029], [0.007, -0.006, -0.014], [0.031, 0.025, -0.055], [-0.011, 0.007, -0.012], [-0.018, 0.001, 0.023]],
  "lowdin_charge": [0.39, 0.03, -0.34, -0.18, -0.18, -0.01, -0.03, -0.02, -0.05, -0.06, 0.10, 0.12, 0.11, 0.13, 0.13, 0.13, 0.12, 0.06, 0.00, -0.59, -0.02, -0.01, -0.11, 0.04, 0.77, -0.10, -0.60, -0.02, 0.00, -0.02, -0.11, -0.60, 0.00, -0.02, -0.02, 0.11, 0.10, 0.10, 0.11, 0.08, 0.10, 0.10, 0.10, 0.06, 0.10, 0.04, 0.10, 0.10, 0.11, 0.10, 0.07, 0.10, 0.10, 0.10, 0.10, 0.11, 0.10, 0.11, 0.07, 0.10, 0.05, 0.10, 0.03, -0.04, -0.62, 1.06, 0.15, -0.16, 0.02, -0.02, -0.02, 0.03, -0.14, 0.07, 0.11, 0.12, 0.17, 0.13, 0.13, 0.13, 0.13, 0.10, -0.05, -0.14, -0.10, -0.18, 0.18, 0.14, 0.11, 0.14]
}

***

Q: Number 1 is which compound?
A: C30H26Cl3MgN5O8S3